Record 1
Formula: C18H23FeN2O4
Source: OMol25
Level of theory: ωB97M-V/def2-TZVPD

The geometry in ORCA input format:
```
! wB97M-V def2-TZVPD RIJCOSX def2/J DEFGRID3
* xyz 1 5
H -1.19 3.55 3.04
C 2.25 -5.17 1.59
H -1.47 -1.59 -1.24
H -2.76 4.69 0.75
C 0.23 -2.72 -0.66
C 1.29 -0.12 0.06
H -0.74 1.17 -4.06
H -1.56 0.53 -0.41
H -3.77 3.28 0.37
H -1.48 4.61 -0.89
H 2.55 -3.12 -2.99
H 3.04 -1.35 0.86
C -0.45 -1.49 -0.88
N -1.11 2.55 -0.18
C -1.09 3.58 -1.10
C 3.29 -3.22 -2.19
C 1.71 -3.11 3.04
H 3.91 -4.11 -2.33
C -1.77 2.75 1.13
H -0.47 -0.19 -2.95
C -3.01 3.66 1.05
H -2.98 0.95 1.08
H -0.14 -3.71 -0.99
C -0.66 1.31 -0.77
C 0.03 -0.16 -0.75
N -0.45 1.71 -2.08
O -1.09 -4.60 2.43
H 2.18 0.51 -0.26
O 2.60 -6.21 1.95
H -1.35 0.71 1.82
C 1.66 -2.64 -0.38
H -3.46 3.72 2.05
O 1.76 -2.78 4.17
H 0.88 0.32 1.01
C 2.03 -1.42 0.37
H 3.91 -2.32 -2.12
H 0.17 2.85 2.11
Fe 1.44 -3.68 1.48
C -0.75 3.44 2.03
C -0.64 3.05 -2.29
C -0.05 -4.30 1.97
O 2.62 -3.50 -0.96
H -0.51 4.44 1.64
H 0.91 0.82 -3.45
C -0.16 0.83 -3.19
C -2.19 1.40 1.70
H -2.61 1.55 2.70
H -0.55 3.51 -3.28
*
```

Values from the calculation:
Frontier orbital gap (spin up / spin down) = 6.76 / 6.45 eV



Record 2
Formula: C18H23N2O3OsSSbSe4
Source: OMol25
Level of theory: ωB97M-V/def2-TZVPD

The geometry in ORCA input format:
```
! wB97M-V def2-TZVPD RIJCOSX def2/J DEFGRID3
* xyz 0 5
H 1.93 -3.38 1.46
C 1.65 -9.02 -1.03
C 1.88 -6.65 -0.71
S 1.17 -2.76 -1.18
C 4.73 -0.03 0.07
H 1.80 -5.12 1.45
O 0.54 2.81 0.04
H 4.20 0.08 -0.87
C 4.02 -0.40 1.21
H 1.95 3.13 3.02
C 1.60 3.17 0.91
Se -1.45 -2.62 1.25
Se -4.24 -1.88 -1.74
C 6.74 0.06 1.38
H 1.14 -9.85 -1.49
H 1.16 4.24 -1.31
H 2.57 2.19 -1.73
H 1.75 4.25 0.88
H 7.81 0.22 1.44
O 1.87 0.01 0.28
Se -1.38 0.56 0.05
H 0.38 -7.56 -1.95
H 1.10 1.29 -2.11
C 6.03 -0.29 2.52
H 1.61 2.62 -3.16
H -0.29 3.32 -1.72
C 0.72 3.24 -1.30
Se -4.79 -0.45 2.23
C 1.55 2.28 -2.12
N 1.41 -5.35 -1.04
H 3.56 -6.04 0.50
H 0.24 3.09 2.57
H 2.53 2.69 0.59
H 4.26 -8.33 1.00
Os 0.10 -1.06 0.66
C 6.10 0.19 0.15
Sb -3.48 -1.04 0.34
C 4.67 -0.53 2.44
C 3.40 -8.17 0.37
C 2.57 -0.64 1.11
H 4.10 -0.81 3.31
C 1.24 2.73 2.31
N 1.81 -4.25 0.95
H 3.05 -10.26 0.04
H 6.54 -0.37 3.47
C 2.99 -6.87 0.11
O 1.98 -1.49 1.85
H 1.24 1.64 2.40
H 0.96 -5.25 -1.94
C 2.73 -9.25 -0.18
C 1.49 -4.20 -0.34
H 6.65 0.47 -0.73
C 1.22 -7.73 -1.29
*
```

Values from the calculation:
Frontier orbital gap (spin up / spin down) = 7.31 / 5.23 eV



Record 3
Formula: C18H23N3O2
Source: OMol25
Level of theory: ωB97M-V/def2-TZVPD

The geometry in ORCA input format:
```
! wB97M-V def2-TZVPD RIJCOSX def2/J DEFGRID3
* xyz 0 1
H 0.08 1.81 3.73
H -5.64 2.55 0.77
N -1.38 0.79 -0.17
C 3.07 -0.71 -2.77
H -0.43 0.12 3.94
H 0.81 -2.37 -3.68
H 0.85 -3.19 -2.18
H 3.52 -0.48 -3.76
H 4.40 -2.76 -3.89
H 1.62 0.75 0.17
C -3.74 1.82 0.06
H -4.00 1.75 -0.97
C -0.39 0.47 0.71
C -2.50 1.33 0.43
C 1.47 0.38 2.95
H 1.88 -0.02 3.88
C 0.03 0.84 3.24
H 1.92 0.98 -2.02
C 3.33 -2.89 -3.91
O -4.85 2.44 4.60
C 0.99 -0.08 0.48
O -6.38 2.98 3.14
N -5.22 2.59 3.45
H 1.38 0.29 -3.59
H 0.50 -1.96 -0.18
H 2.09 1.23 2.65
C -4.66 2.22 1.06
C 0.83 -0.99 -1.98
H -0.20 -0.74 -2.23
H -2.54 1.99 3.77
C -4.29 2.25 2.44
C -2.94 1.90 2.77
C -2.10 1.45 1.74
C 2.77 -2.22 -2.67
H 2.95 -2.52 -4.88
C 1.23 -2.28 -2.68
N 0.97 -1.14 -0.52
H 3.72 -0.40 -1.93
C 1.46 -0.68 1.79
H 0.80 -1.53 2.04
H -1.26 0.67 -1.17
H 2.53 -1.02 1.64
C 1.77 0.02 -2.60
H 3.23 -2.62 -1.75
C -0.75 0.94 1.93
H 3.10 -3.96 -3.85
*
```

Values from the calculation:
Frontier orbital gap = 7.86 eV
SMILES = C[C@H]1CC[C@H](N[C@@H]2CCCc3c2[nH]c2ccc([N+](=O)[O-])cc32)C1



Record 4
Formula: C18H23N3O2S
Source: OMol25
Level of theory: ωB97M-V/def2-TZVPD

The geometry in ORCA input format:
```
! wB97M-V def2-TZVPD RIJCOSX def2/J DEFGRID3
* xyz 0 1
H 3.27 1.51 -1.95
N 0.08 -0.01 1.89
H 6.40 2.00 0.12
C -6.82 0.99 -0.56
H -0.55 -3.30 1.18
H -3.82 1.25 -2.10
H 4.49 -2.06 0.40
C -0.73 -1.76 -1.14
O -2.77 0.25 -0.04
H 2.94 2.84 -0.84
C 5.53 2.24 -0.48
H -7.87 1.19 -0.72
H 3.08 1.17 1.72
C -1.01 -3.78 0.33
C -6.39 0.44 0.64
H -4.74 -0.25 1.80
C -4.55 1.02 -1.34
N 1.30 -0.34 1.46
H -6.22 1.71 -2.48
H -1.60 -1.18 -1.48
H -1.34 -4.79 0.48
O 5.51 -0.38 -1.17
H -1.61 -3.67 -1.67
H 5.30 3.30 -0.35
N -0.16 -1.08 -0.01
H -2.71 -1.31 1.32
H 3.49 -0.88 1.31
H 3.96 2.69 1.61
C -5.89 1.28 -1.55
C 1.16 -0.98 0.32
C -0.79 -0.45 1.03
S 2.43 -1.64 -0.66
H -7.10 0.21 1.41
C 4.03 1.62 1.42
C 4.33 1.39 -0.06
C -5.05 0.18 0.86
C 4.66 -0.07 -0.37
C 3.11 1.77 -0.91
H 0.01 -1.77 -1.94
H -2.48 0.32 2.02
H 2.22 1.26 -0.55
C -2.27 -0.32 1.15
C -1.15 -3.17 -0.83
H 5.77 2.06 -1.53
C -4.12 0.47 -0.14
H 4.82 1.22 2.05
C 3.87 -1.16 0.34
*
```

Values from the calculation:
Frontier orbital gap = 9.25 eV
SMILES = C=CCn1c(COc2ccccc2)nnc1SCC(=O)C(C)(C)C



Record 5
Formula: C18H23N3O3S
Source: OMol25
Level of theory: ωB97M-V/def2-TZVPD

The geometry in ORCA input format:
```
! wB97M-V def2-TZVPD RIJCOSX def2/J DEFGRID3
* xyz 0 1
H -0.79 0.09 -4.89
C -0.42 2.40 -6.16
H 0.35 -3.94 5.04
C 2.64 -0.23 2.64
C 3.14 -1.76 4.30
H 5.19 -1.68 5.25
N -2.75 0.27 0.05
C 2.06 -2.26 4.43
H 0.00 -2.48 3.36
H 3.05 0.64 2.11
C -1.32 0.30 0.36
C -3.07 0.96 -1.18
C -0.61 1.17 -0.70
O -1.40 -1.58 1.86
H 0.95 0.52 1.21
C -1.68 1.63 -1.45
H -1.94 0.82 -6.88
H 4.49 -0.42 3.79
H 0.25 1.45 -0.48
H 3.79 -2.24 6.28
C -3.69 -0.65 0.64
H -2.54 2.52 -5.60
H -4.05 0.90 -1.57
C -1.42 0.80 -4.63
H 0.36 3.34 -4.39
C -1.88 1.60 -5.89
C 1.53 -0.88 2.44
H 1.58 -3.42 6.22
C 3.38 -0.73 3.51
O -2.94 2.94 -3.41
H -3.75 -0.19 1.86
C -0.89 -0.57 1.37
H 4.47 -3.32 5.13
C 0.33 2.49 -4.78
H 1.32 1.77 -4.84
O -0.49 3.81 -2.48
N 0.66 -0.29 1.52
H -2.37 0.55 -3.93
S -1.54 2.69 -2.91
H -0.49 3.39 -6.52
H 2.23 -4.39 4.94
H 0.39 1.87 -6.91
C 4.16 -2.27 5.42
H -3.63 -1.61 0.63
C 1.52 -3.69 5.12
C 1.12 -1.84 3.44
N -0.51 1.76 -3.75
H -4.75 -0.26 0.42
*
```

Values from the calculation:
Frontier orbital gap = 7.46 eV
SMILES = Cc1ccc(NC(=O)c2cc(S(=O)(=O)N3CCCC3)cn2C)cc1C



Record 6
Formula: C18H23N3O4
Source: OMol25
Level of theory: ωB97M-V/def2-TZVPD

The geometry in ORCA input format:
```
! wB97M-V def2-TZVPD RIJCOSX def2/J DEFGRID3
* xyz 0 1
C -0.34 -3.49 2.19
C 0.13 -1.30 0.42
H -1.30 0.58 -2.56
N 0.49 -0.28 -0.42
H 1.07 -2.40 3.48
H 0.91 -4.64 4.66
N -0.42 -4.66 3.00
O 1.37 -1.72 -1.92
H -3.62 2.56 -3.27
H -2.19 1.92 -1.64
C 0.75 -5.08 3.64
H 2.59 3.45 -0.96
C 0.52 -2.44 2.59
C 1.15 5.34 0.12
H 0.22 5.68 0.68
C 1.00 3.78 0.11
H 1.16 5.74 -0.92
H 2.13 5.61 0.59
C -1.49 -5.56 3.16
O 1.88 2.49 -2.99
H -1.00 3.80 -0.42
C -1.03 -3.42 0.97
O 2.15 3.12 -0.16
C -0.04 2.00 -1.48
C -0.69 -2.34 0.06
H -1.98 -5.54 4.12
O -0.60 1.35 0.77
H -1.73 -4.13 0.62
C -1.28 1.72 -2.27
H 1.44 -0.56 2.05
N 1.73 0.38 -2.36
H 2.71 0.17 -2.64
C -1.50 2.60 -3.54
H 1.68 -4.85 3.09
H -2.93 3.31 -4.93
C 1.21 -0.55 -1.56
C 1.24 1.68 -2.34
H -2.30 -5.50 2.48
C -0.06 3.48 -0.92
C -2.83 2.74 -3.97
C 0.07 1.02 -0.22
H -1.04 -2.36 -0.98
H 0.81 -6.17 3.86
C 0.76 -1.37 1.74
H -1.09 -6.55 2.99
H 0.20 4.14 -1.86
H -0.63 2.85 -4.11
H 0.73 3.43 1.07
*
```

Values from the calculation:
Frontier orbital gap = 8.41 eV
SMILES = C=CC[C@]1(C[C@H](C)O)C(=O)NC(=O)N(c2ccc(N(C)C)cc2)C1=O



Record 7
Formula: C18H23N5O8P
Source: OMol25
Level of theory: ωB97M-V/def2-TZVPD

The geometry in ORCA input format:
```
! wB97M-V def2-TZVPD RIJCOSX def2/J DEFGRID3
* xyz -1 1
H 1.27 2.37 -0.55
C 2.10 0.91 -6.30
C -0.22 -1.12 3.90
O -2.24 1.36 4.80
H 2.96 -1.48 -2.67
H -1.70 -0.86 5.41
C -0.24 -0.98 -2.87
H 3.75 0.74 -0.96
O -3.53 1.27 2.51
C 3.66 1.61 -1.60
H 2.14 -0.05 2.86
H 0.82 1.04 -4.58
O -2.29 -0.52 -5.74
C -1.63 -1.36 4.43
H 4.58 1.72 -2.17
H 2.85 1.43 -2.30
H 2.77 0.18 -5.84
C 3.39 2.86 -0.77
C -1.24 -0.62 -5.15
N 1.03 -1.13 -3.24
H 3.29 3.72 -1.42
H 1.84 3.66 0.52
H -2.16 -0.71 -3.35
H -2.06 -1.05 1.27
N -1.24 -0.75 -3.78
N 1.79 -1.44 -1.00
C 0.78 -1.41 1.82
H 0.32 0.97 4.13
C -0.56 -1.07 -1.51
C 0.72 0.83 -5.65
C -1.37 -1.10 0.45
C 1.95 -1.35 -2.30
C 0.02 0.28 3.33
C 2.30 1.72 1.19
H 2.04 0.70 -7.36
N -1.72 -0.98 -0.80
H 0.50 -1.30 4.72
O 1.24 0.92 1.28
C 0.10 -0.56 -5.84
H 1.66 -2.01 1.53
H -1.79 -2.44 4.55
C 0.52 -1.28 -0.63
C 1.17 -0.01 2.34
H 2.53 1.90 -6.16
H 0.06 1.59 -6.08
O 0.10 -2.05 2.85
O 3.26 1.67 1.92
H 4.22 3.03 -0.09
N -0.02 -1.30 0.62
H 0.77 -1.30 -5.41
O -2.61 -0.87 3.58
C 2.11 2.70 0.06
O -1.03 0.81 2.61
P -2.50 0.81 3.44
H -0.06 -0.75 -6.90
*
```

Values from the calculation:
Frontier orbital gap = 8.97 eV
SMILES = CCCC(=O)Nc1ncnc2c1ncn2[C@@H]1O[C@@H]2CO[P@@](=O)([O-])O[C@@H]2[C@@H]1OC(=O)CCC



Record 8
Formula: C18H23N6O5
Source: OMol25
Level of theory: ωB97M-V/def2-TZVPD

The geometry in ORCA input format:
```
! wB97M-V def2-TZVPD RIJCOSX def2/J DEFGRID3
* xyz 1 1
O 2.82 1.27 3.57
C 1.84 2.84 7.23
N 2.56 3.98 -2.03
H 1.68 -0.89 -1.55
H -4.75 -5.90 -4.42
C -4.00 -4.12 -1.65
N 1.69 3.42 -4.21
O 1.07 2.12 2.65
H -0.45 -1.04 -3.51
H -4.45 -3.40 -0.97
H -0.45 0.62 -2.84
H -1.08 4.29 6.31
C 2.22 2.31 6.01
C 0.58 -0.78 -1.58
H 0.16 -1.76 -1.33
C 2.07 3.16 -2.97
C 0.13 -0.30 -2.96
H 2.13 0.77 0.42
N 1.80 1.92 3.61
C 0.20 0.18 -0.41
N -1.90 -4.01 -0.37
H 3.15 1.75 5.93
N 1.97 1.85 -2.67
H 2.28 4.93 -1.87
H -0.79 -0.08 0.00
C -0.15 3.74 6.22
C -2.12 -5.47 -2.34
C 0.65 3.55 7.34
H 3.22 3.58 -1.38
H -0.41 3.36 4.13
H 1.68 -0.94 0.74
C 1.41 2.50 4.90
H -2.43 -6.67 -4.08
H 0.92 0.45 1.64
H -5.76 -4.27 -2.87
C -2.87 -5.96 -3.40
C 0.22 3.21 5.00
C -4.74 -4.61 -2.72
O 1.28 0.03 -3.86
C 1.51 1.31 -3.79
H -1.10 -5.80 -2.20
H 0.16 1.23 -0.73
H 0.35 3.95 8.29
H 0.98 2.05 -5.66
O -2.44 -3.22 0.38
H 2.47 2.69 8.10
H 1.69 4.31 -4.69
N 1.32 2.21 -4.72
C -4.17 -5.52 -3.59
O -0.75 -4.38 -0.26
C 1.31 0.09 0.67
C -2.70 -4.55 -1.48
*
```

Values from the calculation:
Frontier orbital gap = 8.96 eV